Record 1
# C17H39IN3O3Si

A cluster of 2 separate species, C17H39IN3O3Si in total at a distorted geometry (the ωB97M-V functional and the def2-TZVPD basis, the Open Molecules 2025 dataset).

```
64
C17H39IN3O3Si (the ωB97M-V functional and the def2-TZVPD basis)
C 2.4501 3.0651 0.2755
H 4.2097 1.1852 -0.3275
H 2.6564 0.4712 0.1543
H -1.2151 0.9136 -1.3104
H 1.1592 6.0963 2.4012
I -1.9341 -2.3764 -5.4793
C 1.8235 4.3544 0.7874
H 4.4917 4.9572 1.6884
H -0.0935 -3.2760 -0.7672
H 1.2892 4.8162 -0.0515
H -5.9326 -2.2844 -0.8202
C -0.0651 -3.9869 -1.6199
C -4.8792 -3.9554 -0.9608
H -0.8281 -0.3348 -3.2502
H 0.4573 1.6983 1.6520
H -1.4475 0.1899 0.7989
H 1.2466 4.8634 3.6851
H -3.0469 -1.1017 1.5984
C 4.5853 2.7926 1.6453
H -0.0255 -1.2451 -1.9807
H 2.3122 2.7179 3.1045
H 4.0940 0.2594 1.1973
C -4.6250 -3.7084 -2.4572
C 0.7461 -5.3915 -1.3850
N 3.2357 2.2011 1.2608
C -1.7596 -0.0523 -1.3272
C -1.7803 -0.6195 0.1237
H -1.0904 -1.4865 0.2084
C 2.4616 1.8216 2.5132
H 3.1202 1.1664 3.0878
H -2.0610 -4.7875 -1.8954
H -5.5793 -3.6776 -3.0129
N -3.1470 -0.9880 0.5880
C -3.9091 -2.3112 -2.5886
H 0.6566 0.9234 3.2132
H -5.8064 -3.1266 0.5955
C 0.7417 5.1532 2.7591
H -2.7693 0.1633 -1.7170
H 2.5758 5.0732 1.1058
O -4.2233 -4.6900 -0.2826
H -4.0552 -4.5490 -2.8776
H 0.7451 -5.1136 -0.2636
H -4.4009 -1.7891 -3.4315
O 1.1348 -4.1501 -2.3012
C -1.3865 -4.1565 -2.4913
O 0.8826 4.0987 1.8083
C 3.5725 0.9278 0.5157
Si -2.0488 -2.4466 -2.9830
C 4.5697 4.1216 2.3806
H -3.3416 -1.9365 0.2628
N -5.9535 -3.2157 -0.4082
H -0.3170 5.2904 2.9691
C -1.0296 -0.9721 -2.3657
C 1.1466 1.1144 2.2584
H 5.0688 2.0406 2.2697
H -4.1229 -1.7062 -1.6891
H 5.5256 4.2511 2.8896
H 1.6615 2.4224 -0.1148
H 5.1600 2.8906 0.7245
H 3.1404 3.2912 -0.5383
H 3.7896 4.2010 3.1353
H 1.2881 0.1454 1.7783
H -0.9548 -4.6404 -3.3799
H 1.8311 -5.6026 -1.3579
```

The value obtained for the HOMO-LUMO gap is 0.282 hartree. The spin multiplicity is 1. As for the LUMO energy: -0.0927 hartree. As for the total charge: +1. The calculation puts the total energy at -44842.137 eV.

---

Record 2
# C17H39O2P3Ti

A structure of composition C17H39O2P3Ti at a distorted geometry (the ωB97M-V functional and the def2-TZVPD basis, the Open Molecules 2025 dataset).

```
62
C17H39O2P3Ti (the ωB97M-V functional and the def2-TZVPD basis)
H -2.6616 -3.5397 1.8599
C 0.4067 -1.6366 -5.0036
Ti -0.4431 -1.1011 -1.3971
H -3.6809 1.5483 -0.9803
H -3.4204 -0.9082 -4.0463
H 0.3542 -0.7916 2.2431
H -1.4199 -4.4910 -2.1094
C -1.4820 2.0985 -2.9262
H 0.1777 -4.7418 -3.5798
H -1.9971 2.4401 -3.8336
O -0.1582 -2.2583 -2.7799
H 0.7856 -1.2114 -7.0653
C 0.2480 0.2519 1.9189
P -1.7403 -2.8802 -0.3004
H -1.6499 2.8099 -2.1081
H -3.0290 0.7130 -4.7085
H -4.0829 -2.2369 -0.0649
C -3.7378 0.7656 -1.7465
H 0.7122 -3.6496 -7.7298
H -1.9240 2.6133 -0.0409
H -2.6379 -0.9002 1.9010
H -1.2637 -2.4433 2.0683
C 0.5771 -3.3547 -6.6925
H 3.3113 2.0461 -0.2851
P -2.0986 0.4218 -2.5053
C -1.6628 -3.2794 1.4811
H -4.1509 -0.1485 -1.3004
H 0.4075 -0.5901 -4.6987
H -1.7969 -0.5868 -4.7158
C -1.1617 -4.4448 -1.0448
H -0.1294 2.5897 -0.0786
H 1.2138 0.6386 1.5639
H -3.8984 -3.9488 -0.5497
C 0.2659 -3.9955 -4.3686
C 0.6001 -2.0066 -6.3371
C 2.6372 2.7848 -0.7159
C -1.0214 2.2511 0.4652
C 2.5123 2.8615 -2.1965
H 1.8074 -1.3414 0.2784
H 3.2284 2.1319 -2.6198
H -1.0073 -4.1488 1.6201
H -1.6185 -5.2959 -0.5261
H -2.5494 0.7987 2.4409
P -1.0166 0.4271 0.6100
H 1.5014 2.4469 -2.4477
H -4.4192 1.0973 -2.5427
C -2.5620 0.1395 1.5610
H 2.6927 3.8452 -2.6731
H -0.0653 0.8535 2.7833
H -3.6731 -2.6513 -1.7592
C -2.6336 -0.1505 -4.1563
C 0.4264 -4.3410 -5.7123
O 1.5276 -1.3725 -0.6552
C -3.5210 -2.9288 -0.7059
C 0.1801 -2.6312 -4.0254
H 0.4396 -5.3877 -6.0107
H -3.4436 0.3745 0.9527
H 2.2785 3.6237 -0.1198
H -0.0704 -4.5183 -0.9510
H 2.2543 -1.7770 -1.1572
H -0.9990 2.6829 1.4762
H -0.4041 2.0567 -3.1322
```

The value obtained for the HOMO-LUMO gap (alpha / beta) is 0.144 / 0.206 hartree. The spin multiplicity is 2. The energy above the lowest of the compared OMol25 structures with the same formula, charge and spin is 0.411 eV. As for the LUMO energy (alpha / beta): -0.4294 / -0.4290 hartree. As for the total charge: +3. The calculation puts the total energy at -73311.206 eV.